1.
Below is the molecule C16H25N3O3, with properties calculated with ωB97M-V/def2-TZVPD.

Geometry as XYZ:
```
47
Properties=species:S:1:pos:R:3
C 1.191 2.225 0.897
C 1.635 2.619 -0.520
N 0.885 2.058 -1.626
C -0.556 2.188 -1.545
C -0.995 3.649 -1.502
C 1.351 0.761 -2.089
C 1.216 -0.380 -1.105
C 0.003 -1.022 -0.928
C -0.163 -2.039 0.005
C -1.506 -2.681 0.213
C -2.257 -1.983 1.369
C -2.549 -0.547 0.976
N -1.890 0.385 1.690
O -3.320 -0.248 0.084
C -3.552 -2.751 1.665
N -4.476 -2.645 0.692
O -3.677 -3.427 2.661
C 0.929 -2.415 0.769
C 2.161 -1.806 0.598
C 2.318 -0.787 -0.333
O 3.497 -0.135 -0.561
C 4.639 -0.534 0.153
H 1.122 1.145 0.997
H 0.224 2.662 1.138
H 1.918 2.596 1.615
H 2.675 2.319 -0.658
H 1.590 3.710 -0.607
H -0.968 1.736 -2.451
H -0.987 1.648 -0.686
H -0.526 4.198 -2.314
H -2.074 3.706 -1.616
H -0.724 4.123 -0.562
H 0.786 0.520 -2.995
H 2.403 0.872 -2.359
H -0.838 -0.727 -1.539
H -1.386 -3.735 0.467
H -2.105 -2.603 -0.695
H -1.640 -2.020 2.270
H -1.222 0.148 2.400
H -2.031 1.357 1.464
H -5.383 -3.053 0.851
H -4.390 -1.880 0.033
H 0.827 -3.204 1.500
H 2.993 -2.138 1.199
H 4.517 -0.379 1.230
H 5.448 0.098 -0.210
H 4.889 -1.583 -0.037
```

The HOMO energy comes out at -8.10 eV. The SMILES is CCN(CC)Cc1cc(CC(C(N)=O)C(N)=O)ccc1OC. For the energy above the lowest of the compared OMol25 structures with the same formula, charge and spin, the calculation gives 70.94 kJ/mol. The value obtained for the LUMO energy is 0.64 eV.



2.
Below is the molecule C16H25N3O4S, with properties calculated with ωB97M-V/def2-TZVPD.

Geometry as XYZ:
```
49
Properties=species:S:1:pos:R:3
C 5.069 5.334 -1.156
C 4.383 4.238 -0.350
C 5.166 2.928 -0.390
C 4.482 1.825 0.414
C 5.286 0.525 0.394
C 4.617 -0.621 1.168
C 3.853 -1.614 0.289
C 2.662 -0.993 -0.440
C 1.812 -2.038 -1.135
S 0.825 -2.992 0.056
O -0.149 -3.748 -0.674
O 1.655 -3.668 1.004
N 0.050 -1.777 0.972
N -1.075 -1.124 0.710
C -1.669 -1.197 -0.414
C -2.882 -0.430 -0.634
C -3.614 -0.603 -1.812
C -4.777 0.111 -2.041
C -5.233 1.020 -1.104
C -4.503 1.196 0.068
N -4.968 2.148 1.050
O -4.290 2.311 2.041
O -6.007 2.728 0.822
C -3.340 0.485 0.313
H 4.496 6.258 -1.112
H 6.065 5.529 -0.764
H 5.165 5.039 -2.199
H 4.278 4.563 0.687
H 3.379 4.071 -0.747
H 6.169 3.097 0.008
H 5.275 2.605 -1.429
H 4.368 2.156 1.449
H 3.482 1.658 0.012
H 6.265 0.730 0.831
H 5.456 0.217 -0.640
H 5.383 -1.185 1.703
H 3.940 -0.205 1.916
H 3.492 -2.430 0.916
H 4.540 -2.038 -0.447
H 2.038 -0.448 0.271
H 3.021 -0.281 -1.187
H 2.410 -2.773 -1.668
H 1.082 -1.600 -1.810
H 0.315 -1.764 1.946
H -1.339 -1.841 -1.227
H -3.266 -1.314 -2.547
H -5.331 -0.039 -2.955
H -6.135 1.591 -1.258
H -2.792 0.634 1.229
```

The HOMO energy comes out at -9.08 eV. The SMILES is CCCCCCCCCS(=O)(=O)N/N=C/c1cccc([N+](=O)[O-])c1. For the energy above the lowest of the compared OMol25 structures with the same formula, charge and spin, the calculation gives 554.73 kJ/mol. The value obtained for the LUMO energy is -0.52 eV.



3.
Below is C16H25N4O9P2V as an isolated structure, with properties calculated with ωB97M-V/def2-TZVPD.

Geometry as XYZ:
```
57
Properties=species:S:1:pos:R:3
V -0.214 0.748 -0.246
C 1.356 0.321 3.732
C 1.413 0.348 2.225
O 0.311 0.031 1.636
C 2.592 0.713 1.608
C 2.810 0.899 0.206
C 4.223 1.088 -0.274
N 1.823 0.932 -0.641
N 2.168 1.093 -1.986
C 1.097 1.042 -2.729
O -0.111 0.862 -2.313
C 1.295 1.193 -4.204
C 2.563 1.337 -4.763
C 2.713 1.475 -6.134
C 1.599 1.472 -6.965
C 0.334 1.330 -6.413
C 0.183 1.191 -5.040
H 0.950 -0.629 4.083
H 0.673 1.114 4.047
H 2.334 0.481 4.186
H 3.446 0.884 2.249
H 4.914 1.107 0.567
H 4.306 2.011 -0.848
H 4.499 0.279 -0.952
H 3.419 1.339 -4.102
H 3.704 1.586 -6.558
H 1.718 1.581 -8.036
H -0.540 1.329 -7.054
H -0.793 1.081 -4.587
O -4.226 1.641 0.375
P -3.247 0.554 0.997
O -4.117 -0.531 1.618
O -2.245 0.031 0.016
O -2.525 1.324 2.196
P -1.569 2.655 1.991
O -2.747 3.769 1.751
O -0.877 2.926 3.259
O -0.916 2.521 0.653
H -3.967 2.544 0.629
H -2.926 4.207 2.590
N -2.742 -2.556 2.068
C -1.690 -2.074 3.004
C -0.553 -3.075 3.124
N 0.017 -3.420 1.831
C -1.004 -3.949 0.943
C -2.193 -3.015 0.767
H -3.454 -1.574 1.875
H -3.281 -3.299 2.503
H -2.167 -1.876 3.965
H -1.303 -1.132 2.606
H -0.903 -3.998 3.605
H 0.228 -2.658 3.759
H 0.434 -2.581 1.433
H -1.333 -4.915 1.345
H -0.564 -4.143 -0.037
H -3.004 -3.498 0.218
H -1.910 -2.114 0.223
```

As for the total charge: -1. The HOMO energy (alpha / beta) comes out at -3.33 / -4.15 eV. For the energy above the lowest of the compared OMol25 structures with the same formula, charge and spin, the calculation gives 0.68 kJ/mol. The multiplicity is 4. The value obtained for the LUMO energy (alpha / beta) is 2.48 / 2.48 eV. As for the expectation value of S²: 3.756.